131
Properties=species:S:1:pos:R:3:lowdin_charge:R:1 method="wB97M-V/def2-TZVPD" homo_lumo_gap_ha="0.252 / 0.224" total_charge=+2 s_squared=0.760 e_above_lowest_kcal_mol=0.0 max_force_ev_per_a=0.99 energy_ev=-138875.6769 homo_energy_ha="-0.4274 / -0.4082" multiplicity=2
V -0.61 0.55 -0.72 0.38
C 1.31 -0.03 3.34 -0.11
C 1.19 1.27 3.83 -0.07
C 0.60 2.23 3.04 -0.04
C 0.13 1.92 1.76 -0.21
C 0.35 0.65 1.16 -0.21
C 0.92 -0.30 2.04 -0.23
C -0.72 2.89 1.02 -0.22
C -1.16 4.10 1.62 0.00
C -2.05 4.89 0.98 0.02
C -2.45 4.58 -0.34 -0.14
C -3.31 5.42 -1.08 -0.01
C -3.58 5.16 -2.39 -0.05
C -2.94 4.06 -3.01 -0.04
C -2.13 3.22 -2.31 -0.02
C -1.90 3.44 -0.93 -0.17
N -1.10 2.54 -0.21 0.04
H 1.67 -0.83 3.98 0.10
H 1.52 1.51 4.84 0.11
H 0.49 3.23 3.45 0.11
H 1.04 -1.33 1.71 -0.01
H -0.81 4.36 2.61 0.11
H -2.44 5.78 1.46 0.14
H -3.74 6.28 -0.59 0.12
H -4.24 5.80 -2.96 0.11
H -3.09 3.89 -4.07 0.11
H -1.61 2.43 -2.81 0.06
O -3.24 0.05 -1.18 -0.09
N -2.12 0.18 -2.02 -0.17
C -2.31 -0.02 -3.25 -0.08
C -1.39 0.36 -4.34 -0.21
C -1.95 0.13 -5.60 -0.02
C -1.35 0.60 -6.75 -0.04
C -0.19 1.35 -6.64 -0.03
C 0.39 1.54 -5.39 -0.05
C -0.16 1.04 -4.22 -0.27
P 0.85 1.06 -2.63 1.08
C 2.12 -0.15 -3.23 -0.34
C 3.48 0.11 -3.11 -0.11
C 4.41 -0.72 -3.73 -0.09
C 4.00 -1.85 -4.42 -0.07
C 2.64 -2.14 -4.49 -0.07
C 1.71 -1.29 -3.91 -0.12
C 1.82 2.62 -2.62 -0.34
C 1.69 3.41 -1.47 -0.09
C 2.35 4.62 -1.35 -0.06
C 3.16 5.07 -2.38 -0.06
C 3.35 4.28 -3.51 -0.06
C 2.69 3.06 -3.62 -0.11
H -4.04 -0.01 -1.74 0.12
H -3.29 -0.39 -3.57 0.14
H -2.88 -0.41 -5.67 0.12
H -1.80 0.41 -7.72 0.12
H 0.28 1.77 -7.52 0.12
H 1.31 2.10 -5.36 0.08
H 3.83 0.98 -2.57 0.10
H 5.47 -0.47 -3.68 0.11
H 4.72 -2.49 -4.91 0.11
H 2.30 -3.02 -5.02 0.12
H 0.65 -1.51 -4.02 0.10
H 1.08 3.05 -0.66 0.06
H 2.23 5.21 -0.45 0.11
H 3.67 6.03 -2.30 0.11
H 4.01 4.60 -4.30 0.11
H 2.93 2.44 -4.47 0.10
C 6.44 -1.63 1.06 -0.11
N 5.32 -1.14 1.99 -0.06
C 4.87 -2.32 2.88 -0.10
N 4.50 -3.43 2.08 -0.14
C 5.60 -3.84 1.21 -0.14
N 6.01 -2.76 0.31 -0.14
C 4.97 -2.42 -0.68 -0.30
P 3.37 -1.83 0.08 1.04
C 4.16 -0.58 1.19 -0.25
C 3.25 -3.21 1.33 -0.30
H 7.28 -1.89 1.71 0.15
H 6.70 -0.80 0.42 0.14
H 5.69 -0.40 2.59 0.18
H 4.04 -1.95 3.48 0.14
H 5.72 -2.55 3.51 0.15
H 5.28 -4.69 0.61 0.14
H 6.45 -4.14 1.82 0.14
H 4.77 -3.31 -1.28 0.10
H 5.35 -1.66 -1.36 0.07
H 3.43 -0.19 1.89 0.07
H 4.54 0.25 0.59 0.10
H 2.99 -4.13 0.80 0.10
H 2.44 -3.01 2.03 0.08
F -7.85 -4.32 3.13 0.08
C -6.75 -3.62 2.83 -0.28
C -6.01 -3.99 1.73 0.00
C -4.86 -3.26 1.44 -0.12
C -4.47 -2.18 2.22 -0.37
C -5.25 -1.84 3.33 -0.11
C -6.39 -2.56 3.64 0.01
Sb -2.64 -1.15 1.83 1.52
C -3.43 0.73 2.46 -0.38
C -4.59 1.17 1.82 -0.12
C -5.13 2.42 2.10 0.01
C -4.49 3.22 3.03 -0.29
F -4.98 4.45 3.28 0.07
C -3.35 2.82 3.69 -0.01
C -2.81 1.57 3.38 -0.12
C -1.65 -1.83 3.59 -0.37
C -0.88 -2.99 3.45 -0.15
C -0.20 -3.55 4.53 -0.01
C -0.31 -2.92 5.75 -0.29
F 0.36 -3.44 6.80 0.07
C -1.08 -1.80 5.95 0.01
C -1.75 -1.25 4.86 -0.10
H -6.32 -4.84 1.13 0.12
H -4.27 -3.56 0.58 0.08
H -4.98 -1.00 3.97 0.10
H -7.01 -2.31 4.50 0.13
H -5.11 0.53 1.12 0.10
H -6.03 2.78 1.61 0.13
H -2.90 3.47 4.43 0.13
H -1.89 1.27 3.88 0.08
H -0.80 -3.47 2.48 0.07
H 0.38 -4.45 4.43 0.12
H -1.15 -1.36 6.94 0.13
H -2.37 -0.39 5.02 0.09
C -2.09 -3.06 -1.43 -0.41
Te -0.32 -2.29 -0.57 1.24
C 0.78 -3.60 -1.86 -0.42
H -2.16 -4.12 -1.19 0.02
H -2.04 -2.93 -2.51 0.01
H -2.94 -2.53 -1.02 -0.04
H 0.36 -3.60 -2.86 0.01
H 0.69 -4.59 -1.42 0.01
H 1.83 -3.30 -1.91 -0.04

135
Properties=species:S:1:pos:R:3:lowdin_charge:R:1 method="wB97M-V/def2-TZVPD" homo_lumo_gap_ha=0.280 total_charge=+1 e_above_lowest_kcal_mol=28.4 max_force_ev_per_a=0.70 energy_ev=-129284.4020 homo_energy_ha=-0.3534
Cd 0.03 0.40 -0.16 1.42
O -3.50 1.62 -1.84 0.01
C -2.31 1.71 -1.52 -0.56
N -1.27 0.98 -1.89 -0.08
C -1.41 0.03 -2.95 -0.20
C -0.08 -0.66 -3.18 -0.27
C 0.08 -1.53 -4.25 -0.02
C 1.33 -2.04 -4.53 -0.06
C 2.40 -1.67 -3.73 -0.06
C 2.16 -0.84 -2.66 -0.17
N 0.94 -0.36 -2.37 0.04
C -1.85 2.87 -0.65 -0.19
C -2.36 4.13 -0.92 0.00
C -1.82 5.23 -0.29 -0.04
C -0.77 5.04 0.60 -0.05
C -0.33 3.75 0.82 -0.16
N -0.85 2.68 0.22 0.04
H -1.67 0.56 -3.88 0.14
H -2.21 -0.70 -2.81 0.11
H -0.78 -1.76 -4.88 0.12
H 1.47 -2.71 -5.37 0.11
H 3.41 -2.01 -3.94 0.11
H 2.95 -0.55 -2.00 0.09
H -3.17 4.21 -1.64 0.12
H -2.19 6.23 -0.50 0.11
H -0.30 5.87 1.11 0.11
H 0.49 3.57 1.50 0.07
Cl 3.02 -0.67 2.91 0.72
C 2.04 -1.17 4.28 -0.61
C 2.71 -1.20 5.50 -0.11
C 2.05 -1.68 6.62 -0.07
C 0.75 -2.15 6.51 -0.07
C 0.11 -2.10 5.29 -0.08
C 0.72 -1.58 4.14 -0.36
P -0.29 -1.44 2.57 1.02
C -1.67 -0.39 3.17 -0.39
C -1.51 0.97 2.89 -0.15
C -2.45 1.91 3.28 -0.07
C -3.59 1.49 3.96 -0.07
C -3.77 0.14 4.24 -0.06
C -2.82 -0.79 3.85 -0.09
C -0.93 -3.16 2.48 -0.38
C -2.24 -3.46 2.14 -0.11
C -2.66 -4.78 2.00 -0.07
C -1.76 -5.82 2.18 -0.08
C -0.44 -5.53 2.50 -0.08
C -0.03 -4.22 2.65 -0.12
H 3.73 -0.87 5.55 0.10
H 2.57 -1.71 7.57 0.11
H 0.24 -2.55 7.37 0.11
H -0.91 -2.47 5.22 0.11
H -0.63 1.31 2.35 0.04
H -2.31 2.96 3.05 0.10
H -4.33 2.22 4.26 0.11
H -4.67 -0.19 4.75 0.11
H -2.99 -1.84 4.07 0.10
H -2.96 -2.67 1.98 0.08
H -3.70 -4.99 1.75 0.11
H -2.09 -6.85 2.07 0.11
H 0.27 -6.34 2.65 0.11
H 1.01 -4.01 2.91 0.10
O 1.87 1.71 0.37 -0.65
S 3.36 1.88 0.57 1.00
C 3.65 2.48 2.21 -0.43
C 2.60 2.94 2.99 -0.07
C 2.86 3.37 4.28 -0.05
C 4.16 3.33 4.78 -0.06
C 5.20 2.84 4.00 -0.06
C 4.94 2.40 2.71 -0.11
C 3.74 3.35 -0.39 -0.35
C 5.02 3.91 -0.37 -0.07
C 5.28 5.02 -1.15 -0.07
C 4.28 5.57 -1.95 -0.07
C 3.02 4.99 -1.97 -0.06
C 2.74 3.87 -1.19 -0.07
H 1.59 2.90 2.61 0.07
H 2.05 3.71 4.91 0.11
H 4.36 3.67 5.79 0.11
H 6.20 2.79 4.39 0.11
H 5.74 1.97 2.11 0.11
H 5.80 3.49 0.25 0.10
H 6.26 5.47 -1.13 0.11
H 4.49 6.44 -2.55 0.11
H 2.24 5.41 -2.60 0.11
H 1.76 3.41 -1.21 0.10
C 4.69 -2.30 0.37 -0.11
N 4.17 -3.50 -0.28 -0.21
C 4.97 -4.69 0.01 -0.04
C 2.83 -3.61 -0.54 -0.73
S 1.69 -2.57 0.13 0.66
N 2.47 -4.63 -1.36 -0.20
C 1.08 -5.04 -1.47 -0.08
C 3.33 -5.12 -2.43 -0.05
H 5.75 -2.23 0.14 0.09
H 4.55 -2.35 1.45 0.05
H 4.18 -1.42 0.00 0.04
H 5.28 -4.66 1.05 0.10
H 5.86 -4.73 -0.61 0.10
H 4.39 -5.59 -0.15 0.08
H 0.57 -4.92 -0.52 0.06
H 1.06 -6.09 -1.76 0.10
H 0.56 -4.45 -2.23 0.08
H 4.21 -4.49 -2.53 0.09
H 2.77 -5.07 -3.37 0.09
H 3.64 -6.15 -2.28 0.09
C -8.21 5.17 3.12 -0.05
C -7.67 3.94 2.43 -0.28
C -6.71 4.02 1.43 -0.05
C -6.25 2.89 0.78 -0.03
C -6.72 1.63 1.12 -0.22
N -6.16 0.53 0.44 0.16
C -6.45 -0.77 0.68 -0.51
O -7.35 -1.16 1.39 0.08
N -5.71 -1.71 -0.07 0.14
C -4.34 -1.85 -0.32 -0.20
C -3.98 -2.95 -1.09 0.00
C -2.65 -3.21 -1.34 -0.05
C -1.70 -2.35 -0.82 -0.21
N -2.03 -1.28 -0.10 0.01
C -3.32 -1.03 0.17 -0.09
C -7.70 1.52 2.11 -0.01
C -8.15 2.67 2.75 -0.04
H -7.62 6.05 2.87 0.07
H -8.19 5.06 4.21 0.08
H -9.24 5.37 2.83 0.08
H -6.32 4.99 1.14 0.11
H -5.51 2.97 0.00 0.10
H -5.54 0.75 -0.33 0.13
H -6.24 -2.57 -0.13 0.14
H -4.75 -3.61 -1.48 0.13
H -2.34 -4.07 -1.92 0.11
H -0.64 -2.53 -0.96 0.02
H -3.54 -0.17 0.79 0.12
H -8.10 0.56 2.37 0.10
H -8.91 2.57 3.51 0.12